# 1
The molecule C5H4ClIO2. Source: OMol25; level of theory: ωB97M-V with the def2-TZVPD basis set.

Geometry as XYZ:
```
13
C5H4ClIO2 ωB97M-V with the def2-TZVPD basis set
C -0.919 0.665 -0.897
C -1.110 -0.662 -0.978
C 0.063 1.361 -0.142
C 0.436 1.205 1.123
C 0.333 -1.649 0.692
O -0.250 -1.621 -0.600
O 1.270 -2.485 0.746
Cl 0.528 2.871 -0.835
I 1.788 2.338 2.123
H -1.604 1.316 -1.310
H -2.070 -0.937 -1.502
H -0.021 0.542 1.773
H 1.555 -2.945 -0.194
```

As for the total charge: 0. Its spin multiplicity is 1. The value obtained for the gap between HOMO and LUMO is 8.8 eV.

Löwdin population analysis, charges in e, atoms 1 to 6: atom 1 (C): -0.133, atom 2 (C): -0.148, atom 3 (C): -0.800, atom 4 (C): -0.738, atom 5 (C): -0.123, atom 6 (O): -0.050

# 2
A cluster of 2 separate species, C4H12N2S in total. Source: OMol25; level of theory: ωB97M-V with the def2-TZVPD basis set.

Geometry as XYZ:
```
19
C4H12N2S ωB97M-V with the def2-TZVPD basis set
C -1.287 0.564 0.223
N -0.357 -0.344 0.886
C -0.312 -1.646 0.195
C 1.037 -1.816 -0.422
S 1.424 -0.690 -1.705
C -1.124 2.063 0.607
N -0.431 2.266 1.869
H -1.195 0.695 -0.869
H -2.293 0.159 0.408
H 0.536 0.130 0.734
H -1.070 -1.547 -0.710
H -0.586 -2.444 0.880
H 1.818 -1.814 0.399
H 1.131 -2.910 -0.716
H -1.554 -1.712 -1.475
H -0.412 2.425 -0.139
H -2.113 2.540 0.431
H -0.009 3.194 1.895
H -1.125 2.324 2.619
```

As for the total charge: 0. Its spin multiplicity is 1. The value obtained for the gap between HOMO and LUMO is 5.3 eV.

Löwdin population analysis, charges in e, atoms 1 to 6: atom 1 (C): -0.283, atom 2 (N): -0.042, atom 3 (C): -0.313, atom 4 (C): -0.779, atom 5 (S): 0.458, atom 6 (C): -0.274

# 3
A cluster of 2 separate species, C13H21O5P in total. Source: OMol25; level of theory: ωB97M-V with the def2-TZVPD basis set.

Geometry as XYZ:
```
40
C13H21O5P ωB97M-V with the def2-TZVPD basis set
O -4.514 2.967 -1.778
C -5.019 2.547 -0.743
C -5.984 3.337 0.037
C -6.503 2.856 1.169
O -7.413 3.592 1.905
C -6.124 1.512 1.684
O -6.603 1.105 2.737
C -5.177 0.712 0.892
C -4.661 1.191 -0.242
O -3.772 0.444 -0.992
H -6.250 4.313 -0.348
H -7.639 3.030 2.678
H -4.923 -0.271 1.269
H -3.542 1.008 -1.763
C 5.297 -2.722 0.612
C 5.930 -1.397 -0.188
O 5.639 -0.152 0.552
C 4.709 0.721 -0.216
C 3.155 0.213 -0.104
C 2.613 -0.660 -1.381
C 1.658 -1.926 -0.942
C 0.488 -1.562 0.145
P -1.118 -0.830 -0.646
H 5.907 -2.805 1.620
H 5.447 -3.719 -0.007
H 4.176 -2.500 0.871
H 7.109 -1.546 -0.164
H 5.609 -1.373 -1.318
H 5.078 0.935 -1.318
H 4.753 1.778 0.336
H 2.463 1.167 -0.013
H 3.057 -0.440 0.864
H 3.496 -1.054 -2.075
H 1.929 0.062 -2.039
H 1.207 -2.504 -1.884
H 2.382 -2.723 -0.427
H 0.804 -0.818 0.992
H 0.142 -2.559 0.702
H -1.726 -0.059 0.446
H -2.080 -1.874 -0.924
```

As for the SMILES: O=C1C=C(O)C(=O)C=C1O.CCOCCCCCP. As for the total charge: 0. Its spin multiplicity is 1. The value obtained for the gap between HOMO and LUMO is 6.9 eV.

Löwdin population analysis, charges in e, atoms 1 to 6: atom 1 (O): 0.109, atom 2 (C): -0.304, atom 3 (C): 0.077, atom 4 (C): -0.209, atom 5 (O): 0.079, atom 6 (C): -0.306

# 4
A cluster of 5 separate species, CH11NO6 in total. Source: OMol25; level of theory: ωB97M-V with the def2-TZVPD basis set.

Geometry as XYZ:
```
19
CH11NO6 ωB97M-V with the def2-TZVPD basis set
N -1.040 -1.279 -0.082
C -1.930 -0.321 0.109
O -2.286 0.311 -0.991
O -2.325 0.061 1.234
H -0.514 -1.711 0.697
H -0.481 -1.128 -0.938
H -2.976 0.982 -0.852
H -0.764 2.028 -1.255
H 0.658 2.528 -0.994
O 0.121 2.005 -1.597
H 1.947 -1.044 1.611
H 1.692 -2.448 0.977
O 1.445 -1.860 1.699
H 1.425 -0.255 -0.579
H 1.470 -0.480 -2.042
O 1.565 -0.978 -1.216
H -0.063 0.888 1.194
H 1.182 1.646 1.858
O 0.875 1.055 1.167
```

Its expectation value of S² is 0.771. As for the total charge: +1. Its spin multiplicity is 2. The value obtained for the gap between HOMO and LUMO (alpha / beta) is 11.4 / 5.2 eV.

Löwdin population analysis, charges in e, atoms 1 to 6: atom 1 (N): 0.369, atom 2 (C): -0.533, atom 3 (O): 0.203, atom 4 (O): 0.333, atom 5 (H): 0.150, atom 6 (H): 0.143